# 1
{"formula": "C8H17N", "method": "wB97M-V/def2-TZVPD", "lumo_ev": 1.01, "homo_lumo_gap_ev": 8.82, "smiles": "C=C(C)N(C)[C@H](C)CC", "relative_energy_kj_mol": 106.4, "symbols": ["C", "H", "H", "H", "H", "H", "H", "H", "H", "C", "C", "C", "H", "H", "H", "H", "H", "C", "H", "N", "H", "C", "H", "H", "C", "C"], "positions_angstrom": [[-0.07, 2.43, 1.41], [0.67, -2.49, 0.22], [-0.17, 3.52, 1.38], [-0.05, -0.96, 2.25], [0.75, 0.18, -1.39], [-0.75, 2.17, -1.68], [-1.54, 3.30, -0.55], [-0.73, -1.81, -2.26], [2.29, -0.86, 1.26], [-0.49, 1.66, 0.41], [-0.82, -0.66, 1.54], [-1.04, -0.99, -1.60], [-1.32, -1.55, 1.16], [3.00, -0.56, -0.34], [-2.25, 1.72, -0.83], [0.47, 2.02, 2.25], [3.15, -2.15, 0.42], [1.19, -1.75, -0.39], [-1.40, -0.19, -2.25], [-0.22, 0.13, 0.47], [-1.57, -0.08, 2.08], [-1.29, 2.25, -0.73], [-1.87, -1.34, -0.99], [1.43, -2.22, -1.35], [2.48, -1.30, 0.28], [0.14, -0.49, -0.77]], "mulliken_charge": [-1.06, 0.33, 0.29, 0.25, 0.38, 0.26, 0.42, 0.43, 0.22, 0.52, -1.14, -1.33, 0.39, 0.28, 0.26, 0.27, 0.38, -0.61, 0.33, 0.42, 0.38, -1.18, 0.25, 0.39, -1.14, -0.02]}

=====

# 2
{"formula": "C4H9N", "method": "wB97M-V/def2-TZVPD", "lumo_ev": 1.22, "homo_lumo_gap_ev": 8.67, "smiles": "C/C=C/NC", "relative_energy_kj_mol": 74.6, "symbols": ["H", "H", "H", "H", "C", "N", "H", "H", "C", "H", "H", "H", "C", "C"], "positions_angstrom": [[-1.52, -2.32, -1.59], [-0.24, -2.52, -0.39], [1.84, 2.70, 0.40], [1.87, 1.77, 1.86], [-1.19, -2.04, -0.60], [-0.99, -0.60, -0.57], [-1.88, -2.34, 0.20], [-0.51, 1.72, 0.81], [0.16, -0.06, -0.06], [2.47, 0.99, 0.38], [1.00, -0.76, -0.15], [-1.82, -0.05, -0.73], [0.34, 1.16, 0.43], [1.72, 1.68, 0.77]], "mulliken_charge": [0.28, 0.28, 0.30, 0.25, -0.77, -0.22, 0.25, 0.28, -0.04, 0.30, 0.16, 0.20, -0.22, -1.06]}